A single C22H25FN2O3S molecule, computed with wB97M-V/def2-TZVPD.

Each line ends with the Löwdin charge.
Element x y z (Å)
C: -8.4991 -2.8634 0.4075  -0.055
C: -7.2562 -2.0352 0.2924  -0.288
C: -7.3077 -0.6518 0.4174  -0.048
C: -6.1603 0.1105 0.3325  -0.023
C: -4.9250 -0.4967 0.1186  -0.215
N: -3.8006 0.3368 0.0423  0.143
C: -2.5093 -0.0055 -0.1816  -0.406
O: -2.0944 -1.1350 -0.3401  0.086
C: -1.5465 1.1524 -0.2007  -0.042
C: -0.2487 0.9017 0.2427  0.011
C: 0.7127 1.8872 0.1932  -0.249
S: 2.3947 1.5123 0.7104  0.633
O: 2.3402 0.6389 1.8410  -0.276
O: 3.1152 2.7462 0.7948  -0.284
N: 3.0270 0.6692 -0.5523  -0.132
C: 2.6154 -0.6923 -0.7954  -0.244
C: 3.7371 -1.5111 -1.4306  -0.142
C: 5.0093 -1.6123 -0.6250  -0.247
C: 5.1430 -1.1988 0.6265  -0.044
C: 6.4171 -1.2955 1.4096  -0.185
C: 7.6194 -1.5869 0.5173  -0.207
C: 7.2672 -2.7027 -0.4582  -0.203
C: 6.1532 -2.2323 -1.3877  -0.168
C: 0.4265 3.1449 -0.3044  -0.039
C: -0.8523 3.4204 -0.7542  0.018
C: -1.8145 2.4255 -0.6975  -0.203
F: -3.0486 2.7276 -1.1594  0.070
C: -4.8611 -1.8800 -0.0074  -0.003
C: -6.0190 -2.6298 0.0800  -0.036
H: -8.6489 -3.1678 1.4440  0.084
H: -9.3734 -2.2981 0.0933  0.075
H: -8.4225 -3.7632 -0.1983  0.076
H: -8.2581 -0.1648 0.5815  0.111
H: -6.2192 1.1862 0.4274  0.111
H: -4.0182 1.3167 0.1565  0.134
H: -0.0102 -0.0734 0.6368  0.127
H: 3.2536 1.2271 -1.3569  0.126
H: 2.3550 -1.1020 0.1808  0.114
H: 1.7249 -0.7322 -1.4404  0.122
H: 3.9823 -1.0782 -2.4063  0.120
H: 3.3526 -2.5194 -1.6151  0.125
H: 4.3170 -0.7577 1.1621  0.087
H: 6.3081 -2.0907 2.1554  0.116
H: 6.5685 -0.3632 1.9586  0.112
H: 8.4808 -1.8678 1.1266  0.107
H: 7.8825 -0.6889 -0.0455  0.116
H: 6.9290 -3.5765 0.1022  0.117
H: 8.1425 -2.9935 -1.0430  0.107
H: 6.5523 -1.4921 -2.0899  0.122
H: 5.7827 -3.0719 -1.9825  0.114
H: 1.2078 3.8877 -0.3218  0.116
H: -1.1180 4.3874 -1.1514  0.124
H: -3.9117 -2.3595 -0.1743  0.099
H: -5.9567 -3.7036 -0.0205  0.113

Results
HOMO-LUMO gap ... 8.64 eV
SMILES string ... Cc1ccc(NC(=O)c2cc(S(=O)(=O)NCCC3=CCCCC3)ccc2F)cc1
Highest occupied orbital energy ... -8.48 eV
LUMO level ... 0.2 eV
Energy relative to the best compared isomer or geometry (same formula, charge and spin) ... 1.39 kcal per mole
Multiplicity ... 1
Total energy ... -1686.6306 Eh